195
Properties=species:S:1:pos:R:3 method="wB97M-V/def2-TZVPD" e_homo_ev=-10.09 energy_ev=-135457.239 de_lowest_kcal_mol=187.15 fmax_ev_per_a=4.8 orbital_gap_ev=10.54
C -5.22 5.35 -4.57
C -6.30 4.32 -4.89
O -6.27 3.19 -4.03
C -5.26 2.35 -4.19
O -4.38 2.51 -4.99
O -5.41 1.34 -3.37
C -4.67 0.18 -3.16
H -4.22 4.99 -4.36
H -5.55 6.03 -3.78
H -5.06 5.98 -5.45
H -6.29 4.02 -5.93
H -7.18 4.95 -4.73
H -3.65 0.44 -2.88
H -4.67 -0.29 -4.15
H -5.20 -0.35 -2.37
C 1.65 -1.55 8.56
C 2.01 -0.37 7.62
O 2.72 -0.76 6.51
C 2.60 -0.35 5.19
O 1.87 0.55 4.77
O 3.50 -1.11 4.47
C 3.80 -0.77 3.14
H 1.00 -1.40 9.43
H 2.64 -1.89 8.88
H 1.41 -2.55 8.20
H 2.59 0.39 8.14
H 1.10 0.21 7.41
H 3.85 0.31 2.95
H 3.17 -1.37 2.50
H 4.75 -1.17 2.77
C 1.71 4.80 -7.92
C 1.39 3.57 -6.97
O 1.03 3.74 -5.58
C 1.85 4.32 -4.64
O 1.54 4.42 -3.47
O 3.06 4.65 -5.16
C 4.16 5.21 -4.45
H 2.12 5.65 -7.37
H 0.81 5.16 -8.41
H 2.42 4.53 -8.70
H 2.40 3.15 -6.97
H 0.77 2.80 -7.44
H 3.81 5.70 -3.54
H 4.85 5.84 -5.01
H 4.81 4.43 -4.05
C -1.42 0.74 -5.88
C -1.07 -0.71 -6.18
O -0.56 -0.86 -7.55
C -0.24 -2.10 -7.97
O -0.46 -3.13 -7.29
O 0.37 -2.01 -9.21
C 0.83 -3.26 -9.70
H -1.93 0.74 -4.91
H -1.93 1.25 -6.70
H -0.43 1.17 -5.77
H -1.93 -1.34 -5.98
H -0.26 -1.16 -5.62
H -0.02 -3.67 -10.26
H 1.30 -4.02 -9.08
H 1.59 -3.07 -10.45
C 3.12 -7.43 -1.87
C 2.24 -6.90 -0.75
O 2.86 -6.64 0.47
C 3.48 -5.42 0.77
O 3.51 -4.47 0.02
O 4.13 -5.52 2.00
C 4.82 -4.40 2.48
H 3.17 -8.51 -1.67
H 4.10 -6.96 -1.89
H 2.79 -7.28 -2.89
H 1.47 -7.61 -0.43
H 1.77 -5.94 -0.97
H 5.88 -4.66 2.42
H 4.57 -4.30 3.54
H 4.56 -3.47 1.98
C 3.51 1.47 -2.44
C 2.97 0.91 -3.76
O 3.50 -0.32 -4.13
C 3.14 -0.85 -5.29
O 2.43 -0.35 -6.16
O 3.85 -2.07 -5.44
C 3.84 -2.92 -6.59
H 4.59 1.63 -2.41
H 3.24 0.74 -1.68
H 2.91 2.28 -2.03
H 2.83 1.61 -4.58
H 1.90 0.78 -3.64
H 3.81 -3.96 -6.27
H 4.71 -2.87 -7.24
H 2.88 -2.71 -7.05
C -3.86 -3.12 0.14
C -2.62 -2.46 -0.44
O -2.48 -1.08 -0.21
C -2.11 -0.63 1.03
O -1.92 -1.32 2.04
O -2.03 0.68 1.02
C -1.47 1.33 2.10
H -4.75 -2.61 -0.23
H -3.71 -3.09 1.22
H -3.88 -4.15 -0.22
H -2.90 -2.49 -1.50
H -1.73 -3.07 -0.41
H -1.89 1.17 3.09
H -1.46 2.35 1.72
H -0.45 0.95 2.21
C -0.18 -5.21 9.74
C -0.95 -5.04 8.43
O -0.35 -4.09 7.55
C -0.58 -4.14 6.22
O -1.12 -5.01 5.54
O -0.16 -2.98 5.76
C -0.53 -2.56 4.42
H -0.88 -5.50 10.52
H 0.13 -4.18 9.90
H 0.71 -5.84 9.71
H -1.99 -4.74 8.59
H -0.81 -6.02 7.97
H -0.46 -1.48 4.29
H -1.59 -2.76 4.22
H -0.01 -3.16 3.67
C -9.69 4.31 0.67
C -8.49 4.70 1.51
O -7.33 4.87 0.72
C -6.55 3.86 0.32
O -6.75 2.68 0.58
O -5.49 4.29 -0.36
C -4.59 3.35 -0.91
H -9.55 3.30 0.28
H -9.99 4.96 -0.15
H -10.63 4.23 1.22
H -8.36 3.99 2.33
H -8.64 5.68 1.97
H -4.95 2.37 -1.25
H -3.72 3.21 -0.26
H -4.05 3.87 -1.70
C -4.47 3.04 3.06
C -4.11 4.53 2.72
O -2.71 4.68 2.79
C -1.97 5.14 1.70
O -2.38 5.61 0.66
O -0.70 4.98 1.95
C 0.35 5.53 1.18
H -5.51 2.79 3.27
H -4.03 2.83 4.03
H -4.14 2.37 2.27
H -4.60 5.17 3.45
H -4.49 4.87 1.75
H 0.52 5.11 0.19
H 1.22 5.30 1.80
H 0.28 6.61 1.11
C 2.82 2.73 2.22
C 3.32 3.08 3.58
O 4.72 3.18 3.50
C 5.34 4.31 3.90
O 4.83 5.37 4.34
O 6.70 4.17 3.56
C 7.59 5.26 3.58
H 3.43 2.12 1.56
H 2.63 3.61 1.60
H 1.88 2.19 2.30
H 3.21 2.29 4.32
H 2.74 3.97 3.82
H 8.60 4.88 3.48
H 7.49 5.89 4.46
H 7.33 5.94 2.76
C -1.15 2.56 -2.52
C -0.14 2.22 -1.42
O -0.08 0.76 -1.41
C 0.82 0.14 -0.68
O 1.59 0.73 0.14
O 0.66 -1.24 -0.75
C 1.36 -2.10 0.05
H -1.10 1.85 -3.35
H -0.97 3.59 -2.83
H -2.10 2.63 -1.98
H -0.30 2.63 -0.42
H 0.75 2.78 -1.71
H 2.39 -1.77 0.18
H 1.28 -3.02 -0.52
H 0.85 -2.28 1.00
C 3.39 -7.71 5.32
C 2.23 -6.92 4.50
O 1.37 -7.71 3.71
C 0.40 -7.20 2.88
O -0.26 -7.93 2.18
O 0.56 -5.93 2.75
C -0.07 -5.25 1.66
H 3.53 -8.66 4.80
H 3.08 -7.86 6.35
H 4.39 -7.27 5.25
H 2.79 -6.27 3.81
H 1.69 -6.13 5.01
H -1.10 -4.97 1.91
H 0.05 -5.84 0.75
H 0.51 -4.35 1.47